C5H11NO | ωB97M-V with the def2-TZVPD basis set

Relative energy (zero: lowest compared OMol25 entry of this formula, charge and spin) ... 141.9 kJ/mol
Orbital gap ... 10.154 eV
SMILES ... CNCCCC=O
Charge ... 0
Calculated total energy ... -8900.22615 eV

Last column: natural (NBO) charge in e.
Positions of all 18 atoms, in Å:
H -1.656 1.346 -0.759  0.359
H 1.278 1.461 -0.911  0.192
C 0.288 1.805 -1.201  -0.424
C -0.671 -0.392 -0.891  -0.223
O -0.414 -0.834 3.311  -0.525
C 0.520 -1.109 -0.241  -0.410
H -1.598 -0.861 -0.587  0.195
C 0.738 -0.730 1.233  -0.520
H 0.278 2.826 -0.826  0.205
C -0.477 -0.826 2.110  0.454
H -1.462 -0.897 1.609  0.099
H 1.443 -0.957 -0.789  0.211
N -0.724 1.022 -0.526  -0.632
H 1.042 0.310 1.296  0.240
H -0.546 -0.475 -1.978  0.169
H 0.177 1.850 -2.288  0.170
H 0.286 -2.174 -0.251  0.207
H 1.499 -1.365 1.691  0.233